{"formula": "C15H10N3O2Pd", "method": "wB97M-V/def2-TZVPD", "e_tot_ev": -27761.454, "largest_force_ev_per_a": 2.3, "lumo_energy_ev": 2.94, "orbital_gap_ev": 5.805, "charge": -1, "mol_weight_g_mol": 370.68, "elements": ["Pd", "O", "C", "C", "C", "C", "C", "C", "C", "N", "N", "C", "O", "C", "C", "C", "C", "C", "C", "H", "H", "H", "H", "H", "H", "H", "H", "H", "H", "N", "C"], "xyz": [[-0.99905, -2.26430, -0.48471], [-2.04939, -1.96983, 2.17634], [-2.45608, -0.68350, 2.54574], [-3.42455, -0.66029, 3.52765], [-3.84017, 0.53304, 4.09490], [-3.24827, 1.71059, 3.65272], [-2.28871, 1.67982, 2.66757], [-1.84102, 0.48828, 2.05089], [-0.81495, 0.63927, 1.05630], [-0.30575, -0.26219, 0.28602], [0.68303, 0.18182, -0.50619], [1.19549, -0.71904, -1.33597], [0.86128, -1.93898, -1.45795], [2.30141, -0.23744, -2.20154], [2.64129, 1.11316, -2.28520], [3.62510, 1.53691, -3.16254], [4.29241, 0.62091, -3.96552], [3.97373, -0.72785, -3.87160], [2.98663, -1.15382, -2.99957], [-3.84339, -1.60192, 3.85739], [-4.60093, 0.53829, 4.86338], [-3.53753, 2.65517, 4.09771], [-1.83479, 2.60657, 2.33740], [-0.41908, 1.64980, 0.92277], [2.10672, 1.80677, -1.65119], [3.87122, 2.59034, -3.23021], [5.04423, 0.95595, -4.67003], [4.49457, -1.44829, -4.49150], [2.71708, -2.19781, -2.91916], [-2.95169, -3.01887, 0.13052], [-2.33885, -2.42257, 0.96559]], "nbo_charge": [0.2796, -0.5132, 0.3673, -0.2636, -0.2224, -0.2346, -0.1778, -0.1308, 0.0024, -0.2579, -0.4916, 0.5571, -0.7357, -0.0334, -0.1924, -0.2364, -0.2249, -0.2335, -0.1925, 0.2234, 0.2053, 0.2034, 0.2061, 0.1576, 0.2347, 0.1989, 0.1976, 0.1998, 0.2370, -0.5584, 0.4291]}